Entry 1:
Below is a structure of composition C24H27ClN4O, with properties calculated with ωB97M-V/def2-TZVPD.

The geometry in XYZ format:
```
57
Properties=species:S:1:pos:R:3:forces:R:3:nbo_charge:R:1
C -0.197032 5.225128 0.647978 -0.76 0.61 -0.72 -0.6337
C -0.007232 3.693495 0.540910 -3.89 -0.60 3.08 -0.2217
C 1.137715 3.312166 -0.383680 -8.01 -4.79 -3.56 -0.3934
C 1.047001 1.664223 -0.453098 -9.34 5.39 5.62 -0.3558
C -0.354758 1.014833 -1.034963 -0.10 5.91 3.09 -0.2331
N -1.532776 1.557175 0.009256 1.11 0.76 -3.37 -0.4657
C -1.570465 2.966589 0.213377 9.05 0.43 -9.38 -0.1302
H -2.324833 3.418488 0.577860 -5.32 2.52 3.81 0.1774
H -1.744011 3.499763 -1.053994 0.48 -1.48 3.23 0.1217
C -1.480045 0.945246 1.256547 5.37 8.31 2.13 -0.3396
C -1.762467 -0.274338 1.122341 2.64 -16.35 -0.47 0.1288
C -0.942573 -1.435155 1.243216 4.92 -2.57 3.96 0.0344
N -1.393089 -2.892311 0.891016 -2.55 8.69 1.43 -0.4411
C -2.593952 -2.324711 0.582746 -0.59 -5.03 -3.91 0.3227
C -3.643426 -3.259695 -0.071938 0.77 7.54 2.55 -0.1645
C -4.865757 -2.715253 -0.265210 1.30 -5.62 -1.22 -0.2824
C -4.915484 -1.440510 -0.309065 -1.74 10.78 0.38 0.0450
C -4.004234 -0.518294 0.197357 -0.02 2.39 -1.21 -0.0106
N -2.721802 -0.924537 0.510638 -6.72 -2.72 -0.90 -0.3150
H -4.062328 0.657955 0.252347 -0.51 -2.73 -0.48 0.2577
Cl -6.463125 -0.584714 -1.038796 1.76 -1.17 1.08 -0.1015
H -5.715677 -3.196913 -0.617972 -1.22 -1.47 -0.38 0.2442
H -3.474441 -4.193483 0.100839 1.13 -5.72 0.53 0.2077
C 0.457231 -1.307611 2.083697 -0.92 -8.14 -9.41 0.7130
O 0.731768 -0.294867 2.480062 2.36 7.46 5.48 -0.5801
N 1.587924 -2.161439 1.481394 -7.64 -2.64 0.40 -0.4879
C 1.399804 -3.249923 0.341239 -2.30 7.30 -0.69 -0.2561
C 1.951620 -2.127698 -0.863144 -1.73 -7.22 6.04 0.0543
C 1.131450 -2.119935 -1.893176 1.37 3.01 -5.33 -0.2676
C 1.778674 -1.311471 -2.921546 -2.71 1.18 -0.70 -0.1598
C 2.979188 -0.543996 -2.847901 -9.82 -10.56 9.27 -0.2294
C 3.636093 -0.871841 -1.743278 3.90 1.59 6.91 -0.1381
C 3.176782 -1.625737 -0.609560 0.35 0.78 -3.05 -0.0840
C 3.814604 -2.080873 0.647264 -0.48 10.40 2.86 -0.3554
C 2.834770 -1.916427 1.865855 2.81 4.10 -2.50 -0.2089
H 3.239842 -2.312069 2.706047 1.12 -2.15 2.70 0.1766
H 2.874600 -0.822931 2.082705 0.03 -0.35 0.06 0.1929
H 4.674593 -1.254674 1.089723 -1.72 -2.39 -1.91 0.1949
H 4.220710 -2.926485 0.637715 3.30 -7.17 -0.48 0.1866
H 4.503449 -0.229247 -1.368884 -0.36 -0.99 -1.36 0.1934
H 3.458502 -0.093015 -3.405972 6.96 8.27 -10.61 0.1797
H 1.061369 -1.041681 -3.672961 0.10 -0.15 -1.14 0.1920
H 0.152727 -2.601896 -2.114184 1.06 0.39 0.65 0.2452
H 1.953067 -4.094134 0.562426 1.03 -1.77 0.15 0.1928
H 0.248986 -3.312885 0.143214 2.85 -0.68 0.54 0.2661
H -2.216670 1.343951 1.799539 -3.05 2.33 2.57 0.2188
H -0.536411 1.037736 1.916414 -1.31 0.24 -1.26 0.2527
H -0.254933 -0.046770 -0.876413 -0.45 -0.25 -0.94 0.2407
H -0.554932 1.651824 -1.997834 0.04 -2.23 1.42 0.2321
H 1.622672 1.414898 -1.076337 8.93 -3.96 -8.47 0.1684
H 1.252386 1.329713 0.507367 0.46 -1.03 1.64 0.1997
H 1.959180 3.634131 -0.030661 6.25 2.00 2.56 0.1909
H 1.022939 3.688724 -1.461432 -0.17 -0.20 1.50 0.1918
H 0.093567 3.266632 1.662760 0.64 0.89 -2.39 0.1956
H 0.804120 5.586791 1.031975 -1.09 0.27 -0.89 0.2134
H -1.005612 5.651926 1.431457 1.63 -1.29 -1.99 0.2170
H -0.469244 5.546135 -0.505304 0.80 -0.13 3.07 0.2070
```
Forces are in eV/Å.

Properties
Gap between HOMO and LUMO, eV: 7.72
ΔE to the lowest compared entry with this formula, charge and spin, eV: 19.770
E_HOMO, Eh: -0.28933

Entry 2:
Below is a structure of composition C29H55AlClN2O2Si4, with properties calculated with ωB97M-V/def2-TZVPD.

The geometry in XYZ format:
```
94
Properties=species:S:1:pos:R:3:forces:R:3:lowdin_charge:R:1
Al -1.403839 -0.111474 -0.588001 1.02 -0.25 -0.75 -0.0542
Cl -3.486194 0.208992 0.242476 -0.42 0.06 0.21 0.3410
N -1.539851 -1.980921 0.376651 -0.51 -2.02 -1.05 0.1009
N -1.422799 1.958429 -0.830702 -0.45 1.08 -2.28 0.0997
C -2.044103 -2.941676 -0.365002 1.03 2.22 1.02 -0.3347
C -1.883442 2.385667 -1.990273 0.81 -1.27 2.42 -0.3198
C -1.609161 -2.464298 1.787913 0.16 0.16 -0.22 -0.5245
C -2.640355 -3.580499 1.694571 -0.71 -0.18 -0.14 -0.0531
C -1.971788 -1.346658 2.732805 -0.26 0.02 0.24 -0.0621
C -0.280345 -3.075492 2.193149 0.37 0.06 -0.23 -0.0442
H -2.936449 -0.933916 2.436206 0.10 0.09 0.26 0.0251
H -1.206801 -0.553257 2.694691 -0.22 -0.27 0.00 0.0678
H -2.017507 -1.761785 3.748737 -0.03 0.26 -0.09 0.0911
H -0.053960 -3.960940 1.584972 -0.01 0.18 0.10 0.0886
H -0.327962 -3.363314 3.250841 0.06 0.02 -0.21 0.0892
H 0.511414 -2.334009 2.051632 0.03 -0.15 0.06 0.0496
C -1.399553 3.145000 0.072859 0.13 -0.23 -0.02 -0.5382
C -2.343046 4.107938 -0.632746 -0.76 0.15 -0.18 -0.0601
C -0.010350 3.741556 0.078794 0.56 0.02 -0.17 -0.0502
C -1.802487 2.799734 1.484770 -0.14 0.13 0.28 -0.0563
H -2.810457 2.386277 1.478259 0.06 0.03 0.26 0.0313
H -1.759790 3.724598 2.079657 -0.08 -0.29 0.03 0.0951
H -1.097169 2.069130 1.918261 -0.23 0.27 -0.24 0.0621
H 0.290867 4.051552 -0.936410 -0.06 -0.05 0.31 0.0968
H 0.696348 2.987062 0.442211 -0.05 0.06 -0.07 0.0215
H 0.007792 4.619966 0.746004 0.02 -0.24 -0.23 0.0959
O -2.477939 3.567765 -1.980724 0.22 0.81 -0.21 0.0419
H -1.975832 5.138663 -0.727962 0.06 -0.38 0.05 0.1324
H -3.335833 4.134804 -0.175472 -0.04 -0.11 -0.14 0.1316
O -2.738253 -3.872461 0.264228 0.12 -0.80 0.48 0.0468
H -3.625788 -3.272761 2.048418 -0.08 0.01 -0.16 0.1314
H -2.358086 -4.514666 2.197372 0.05 0.32 -0.15 0.1327
C -1.853648 -3.051772 -1.837093 0.04 -0.48 0.06 -0.0369
C -1.757684 1.652293 -3.279261 0.08 0.45 -0.22 -0.0334
C -2.485863 0.335593 -3.315055 -1.13 -0.72 -1.02 -0.1944
H -0.678777 1.424509 -3.397601 -0.48 0.28 -0.04 0.1496
H -2.093535 2.322384 -4.081973 0.24 -0.18 0.24 0.1159
C -2.091128 -0.652596 -2.434702 0.07 0.11 1.18 -0.1272
C -2.528213 -1.956019 -2.615801 -0.97 0.31 -1.18 -0.1897
H 0.147076 -0.262947 -0.802042 -0.33 -0.01 -0.01 -0.1113
C -3.518496 -2.248547 -3.579361 0.70 -0.03 0.31 -0.2248
C -4.003648 -1.225203 -4.387144 0.17 0.38 0.36 -0.0160
C -4.034806 -3.643900 -3.753914 -0.22 -0.04 -0.24 -0.0611
C -3.480227 0.068846 -4.285504 0.65 -0.18 0.32 -0.2209
H -4.806699 -1.429853 -5.103980 0.31 0.05 0.19 0.1073
C -3.971783 1.129384 -5.216207 -0.19 0.02 -0.26 -0.0639
H -4.780725 0.706643 -5.819891 0.05 0.27 -0.02 0.0700
H -3.181674 1.477791 -5.894207 -0.17 0.00 0.09 0.0826
H -4.354184 1.985300 -4.654394 -0.02 0.06 -0.17 0.0830
H -3.252898 -4.323771 -4.116781 -0.18 0.05 0.07 0.0830
H -4.843150 -3.620617 -4.492018 0.06 -0.24 0.14 0.0707
H -4.422539 -4.030025 -2.807491 -0.03 -0.12 -0.13 0.0824
H -2.207897 -4.043206 -2.147401 0.24 0.26 0.10 0.1166
H -0.763819 -2.962343 -2.027899 -0.56 -0.22 0.14 0.1317
C 0.799944 1.583864 4.030900 0.12 0.23 0.19 -0.2477
Si 1.939872 0.182391 3.461200 0.42 -0.36 -1.41 0.2943
C 3.724426 0.408067 4.042067 -0.02 0.03 0.79 -0.2661
C 1.314785 -1.293544 4.481954 0.03 -0.18 0.18 -0.2453
Si 1.931580 0.257253 1.053541 -0.83 0.55 0.57 0.3716
Si 3.498572 1.988177 0.699562 -1.16 -1.66 0.55 0.2768
C 5.286985 1.477360 1.029231 0.49 0.70 -0.04 -0.2420
C 3.297317 2.536112 -1.089975 0.33 0.56 -0.24 -0.2346
C 3.112528 3.438562 1.852751 0.38 0.40 -0.09 -0.2310
Si 2.633119 -1.387185 -0.515707 -0.19 0.46 0.96 0.3034
C 4.485508 -1.629940 -0.221073 0.19 -0.50 -0.30 -0.2571
C 1.891540 -3.123595 -0.419024 -0.03 -0.12 0.01 -0.2309
C 2.268478 -0.857935 -2.300604 0.17 -0.06 -0.14 -0.2324
H 0.965844 1.806064 5.091286 -0.02 0.02 0.05 0.0222
H -0.254625 1.296528 3.918858 0.23 -0.01 -0.04 0.0072
H 0.959422 2.507924 3.466416 -0.05 -0.13 0.02 0.0014
H 3.770837 0.235963 5.126933 0.22 0.11 0.03 0.0092
H 4.361840 -0.340353 3.552156 -0.19 0.21 0.08 0.0159
H 4.117748 1.407828 3.833123 0.03 -0.18 -0.03 0.0035
H 0.218388 -1.356132 4.489129 0.28 -0.06 -0.06 -0.0021
H 1.729800 -2.235823 4.104958 -0.14 0.09 0.11 0.0167
H 1.642042 -1.186063 5.529693 -0.05 0.06 -0.23 0.0222
H 5.759973 1.031787 0.146964 -0.05 0.09 0.15 0.0073
H 5.839222 2.393606 1.300811 0.19 -0.24 -0.09 0.0164
H 5.374655 0.775854 1.863976 -0.12 0.13 -0.21 -0.0012
H 2.258606 2.773117 -1.350370 0.18 -0.14 0.18 0.0075
H 3.894107 3.445056 -1.246502 -0.01 -0.01 -0.20 0.0203
H 3.650951 1.776826 -1.795153 0.03 0.10 0.17 0.0044
H 2.154908 3.922073 1.633320 0.21 -0.12 0.05 -0.0019
H 3.108690 3.132559 2.905616 0.03 0.05 -0.23 0.0029
H 3.910951 4.186636 1.718797 -0.18 0.01 0.14 0.0224
H 4.714309 -1.597301 0.854568 -0.10 0.09 -0.37 0.0164
H 4.801388 -2.610287 -0.606889 0.13 0.10 -0.03 0.0115
H 5.059766 -0.857912 -0.737829 0.09 -0.03 0.12 0.0030
H 0.815504 -3.075701 -0.618907 0.14 -0.07 0.15 -0.0097
H 2.356015 -3.774680 -1.175370 -0.05 0.13 0.11 0.0279
H 2.056943 -3.569801 0.568332 -0.06 0.01 -0.17 0.0166
H 1.199091 -0.949691 -2.525674 0.19 0.04 0.18 -0.0065
H 2.558930 0.181346 -2.480578 -0.05 -0.16 -0.07 -0.0034
H 2.807074 -1.509956 -3.000953 0.10 0.11 0.03 0.0224
```
Forces are in eV/Å.

Properties
Gap between HOMO and LUMO, eV: 4.33
Charge: -1
E_HOMO, Eh: -0.06531

no.,total energy (eV),LUMO (eV)
1,-45837.7762,-0.1
2,-88676.2355,2.6